(1)
# C2H4NO2

C2H4NO2 as an isolated structure at a distorted geometry (ωB97M-V with the def2-TZVPD basis set, the Open Molecules 2025 dataset).

ORCA input file:
```
! RIJCOSX wB97M-V def2-TZVPD def2/J DEFGRID3
* xyz -1 1
C -0.98 0.37 -0.22
C -0.09 -0.42 0.54
N 1.36 0.39 -0.43
O 2.34 0.85 0.34
O -1.84 1.15 0.22
H -1.01 0.09 -1.28
H -0.01 -0.11 1.61
H -0.06 -1.51 0.39
H 0.66 1.10 -0.78
*
```

LUMO level (alpha / beta)	4.477 / 4.478	eV
E_tot	-283.7255	Ha

***

(2)
# C2H4NO2

A 2-piece molecular cluster, C2H4NO2 overall at a distorted geometry (ωB97M-V with the def2-TZVPD basis set, the Open Molecules 2025 dataset).

ORCA input file:
```
! RIJCOSX wB97M-V def2-TZVPD def2/J DEFGRID3
* xyz 1 1
C -0.81 0.85 0.16
C 0.11 -0.27 -0.02
N -4.54 -0.09 -0.02
O -3.55 -0.49 0.00
O -2.01 0.81 -0.07
H -0.29 1.89 0.41
H 0.07 -1.20 0.56
H 1.16 -0.10 0.08
H -0.08 -0.81 -0.94
*
```

LUMO level	-7.934	eV
E_tot	-283.4133	Ha

***

(3)
# C2H4NO2P

An isolated molecule of C2H4NO2P at a distorted geometry (ωB97M-V with the def2-TZVPD basis set, the Open Molecules 2025 dataset).

ORCA input file:
```
! RIJCOSX wB97M-V def2-TZVPD def2/J DEFGRID3
* xyz 0 1
C 0.04 -0.43 0.90
C -0.39 0.80 0.10
N -0.03 0.72 -1.30
O 1.22 0.10 -1.58
P -0.02 -0.96 -1.65
O -0.12 -1.52 -0.02
H 1.18 -0.39 1.13
H -0.50 -0.78 1.75
H -1.42 0.67 0.26
H 0.03 1.79 0.41
*
```

LUMO level	0.795	eV
E_tot	-625.1252	Ha

***

(4)
# C2H4NO2S

A 2-piece molecular cluster, C2H4NO2S overall at a distorted geometry (ωB97M-V with the def2-TZVPD basis set, the Open Molecules 2025 dataset).

ORCA input file:
```
! RIJCOSX wB97M-V def2-TZVPD def2/J DEFGRID3
* xyz -1 1
C -1.51 -0.12 1.54
C 1.02 0.79 -0.56
N 0.61 -0.39 0.13
O -1.32 0.99 1.83
O -1.95 -1.18 1.40
S 0.52 -1.76 -0.78
H 0.65 0.87 -1.61
H 0.63 1.65 -0.01
H 2.12 0.90 -0.59
H -0.76 -1.74 -1.37
*
```

LUMO level	3.831	eV
E_tot	-682.0430	Ha

***

(5)
# C2H4NO3

A 2-piece molecular cluster, C2H4NO3 overall at a distorted geometry (ωB97M-V with the def2-TZVPD basis set, the Open Molecules 2025 dataset).

ORCA input file:
```
! RIJCOSX wB97M-V def2-TZVPD def2/J DEFGRID3
* xyz -1 1
N 1.02 -0.32 -1.78
C -0.05 0.03 -0.92
O -0.18 -0.74 0.09
O -0.73 1.03 -1.22
H 1.18 0.38 -2.49
H 1.80 -0.76 -1.34
O 0.27 0.27 2.51
C -0.73 0.05 1.83
H -1.35 -0.84 2.00
H -1.22 0.90 1.33
*
```

LUMO level	4.442	eV
E_tot	-359.1424	Ha

***

(6)
# C2H4NO3P

An isolated ion of composition C2H4NO3P and charge -2 at a distorted geometry (ωB97M-V with the def2-TZVPD basis set, the Open Molecules 2025 dataset).

ORCA input file:
```
! RIJCOSX wB97M-V def2-TZVPD def2/J DEFGRID3
* xyz -2 1
C -1.95 -0.31 -0.17
C 0.20 -0.32 -0.06
N -0.87 0.39 0.08
O -0.78 1.63 0.40
O 2.60 -1.29 -0.19
O 2.22 1.25 -0.33
P 1.90 -0.19 0.55
H -2.90 0.08 0.18
H -1.80 -1.37 -0.45
H 0.04 -1.42 0.05
H 1.34 1.55 -0.06
*
```

LUMO level	7.367	eV
E_tot	-700.2683	Ha